(1)
Computed, not measured: a structure of composition C27H29InN4O5, with the ωB97M-V functional and the def2-TZVPD basis.

Atoms and positions in Å:
In: 0.345 -0.108 0.264
O: 0.538 1.438 -1.726
C: 1.391 0.949 -2.763
C: 2.671 0.373 -2.193
N: 2.384 -0.556 -1.098
C: 3.324 -0.316 0.002
C: 3.081 1.105 0.539
O: 3.996 1.712 1.058
O: 1.880 1.565 0.342
C: 2.328 -1.949 -1.536
C: 1.446 -2.828 -0.634
O: 1.756 -3.992 -0.470
O: 0.381 -2.248 -0.197
H: 1.107 1.978 -1.146
H: 0.841 0.189 -3.316
H: 1.634 1.758 -3.457
H: 3.247 -0.118 -2.986
H: 3.280 1.194 -1.816
H: 3.133 -1.031 0.804
H: 4.367 -0.404 -0.315
H: 1.849 -1.976 -2.519
H: 3.322 -2.397 -1.624
C: -2.132 -1.978 -3.250
C: -2.886 -2.894 -2.537
C: -3.029 -2.725 -1.172
C: -2.380 -1.666 -0.557
N: -1.610 -0.814 -1.236
C: -1.514 -0.955 -2.552
C: -2.547 -1.346 0.886
C: -3.448 -1.989 1.721
C: -3.613 -1.495 3.003
C: -2.914 -0.371 3.403
C: -2.005 0.200 2.521
N: -1.823 -0.316 1.308
C: -1.254 1.445 2.834
C: -1.152 1.923 4.132
C: -0.480 3.113 4.351
C: 0.046 3.793 3.269
C: -0.098 3.237 2.007
N: -0.725 2.085 1.789
H: -2.015 -2.054 -4.322
H: -3.369 -3.723 -3.038
H: -3.631 -3.412 -0.598
H: -0.934 -0.203 -3.063
H: -4.018 -2.841 1.385
H: -4.314 -1.968 3.678
H: -3.089 0.064 4.375
H: -1.561 1.366 4.961
H: -0.367 3.498 5.357
H: 0.581 4.723 3.393
H: 0.341 3.714 1.145
C: 3.902 -1.179 4.143
C: 2.401 -1.326 4.434
C: 2.083 -2.780 4.806
C: 2.005 -0.391 5.583
C: 1.652 -0.954 3.222
C: 1.032 -0.634 2.232
H: 4.482 -1.380 5.047
H: 4.132 -0.173 3.790
H: 4.211 -1.888 3.373
H: 2.704 -3.099 5.646
H: 2.269 -3.440 3.959
H: 1.034 -2.882 5.090
H: 2.535 -0.671 6.496
H: 0.932 -0.451 5.772
H: 2.254 0.642 5.337

Output
E_HOMO = -8.6 eV
lowest unoccupied orbital energy = -0.59 eV
energy relative to the best compared isomer or geometry (same formula, charge and spin) = 0.732 eV
2S+1 = 1

Results of the Löwdin charge analysis, in e, for atoms 1 through 6:
1 In 0.925
2 O -0.110
3 C -0.197
4 C -0.145
5 N -0.197
6 C -0.094


(2)
Computed, not measured: a structure of composition C27H29N5O5S at a distorted geometry, with the ωB97M-V functional and the def2-TZVPD basis.

Atoms and positions in Å:
C: 3.701 -1.332 -5.097
C: 2.741 -1.622 -3.985
C: 1.740 -2.573 -4.134
C: 0.835 -2.821 -3.119
C: 0.906 -2.120 -1.922
C: 1.921 -1.185 -1.759
C: 2.819 -0.937 -2.779
H: 3.598 -0.201 -2.634
H: 2.012 -0.643 -0.828
C: -0.052 -2.437 -0.795
N: -0.347 -1.285 0.058
C: -0.640 -0.094 -0.501
O: -0.719 0.089 -1.711
C: -0.833 1.040 0.433
C: 0.090 2.024 0.740
N: 1.385 2.078 0.329
H: 1.607 1.673 -0.565
H: 1.860 2.935 0.584
C: -0.488 2.936 1.677
N: -1.739 2.690 2.008
S: -2.310 1.374 1.259
C: 0.247 4.066 2.279
O: 1.414 4.312 2.008
N: -0.483 4.795 3.141
H: -1.424 4.508 3.349
H: -0.059 5.560 3.636
C: -0.371 -1.490 1.504
C: 0.750 -0.747 2.190
C: 2.066 -1.009 1.842
C: 3.125 -0.252 2.337
C: 2.812 0.782 3.184
C: 1.493 1.022 3.577
C: 0.452 0.263 3.111
H: -0.559 0.459 3.428
O: 1.460 2.096 4.423
C: 2.780 2.601 4.446
O: 3.634 1.697 3.775
H: 3.111 2.717 5.487
H: 2.804 3.577 3.931
H: 4.144 -0.453 2.053
H: 2.283 -1.819 1.162
H: -1.335 -1.165 1.905
H: -0.286 -2.564 1.682
H: 0.418 -3.196 -0.159
C: -1.393 -3.047 -1.271
O: -1.804 -4.096 -0.816
N: -2.026 -2.295 -2.175
H: -1.609 -1.404 -2.431
C: -3.360 -2.567 -2.660
H: -3.608 -3.579 -2.330
C: -3.413 -2.404 -4.191
H: -3.887 -3.264 -4.660
C: -4.203 -1.113 -4.463
C: -4.233 -0.380 -3.123
H: -5.061 0.325 -3.053
C: -4.344 -1.520 -2.117
H: -4.094 -1.222 -1.100
H: -5.355 -1.929 -2.122
H: -3.301 0.166 -2.967
H: -3.749 -0.514 -5.251
H: -5.222 -1.356 -4.768
H: -2.397 -2.330 -4.580
H: 0.074 -3.574 -3.255
H: 1.666 -3.128 -5.059
H: 4.670 -1.031 -4.705
H: 3.832 -2.203 -5.735
H: 3.320 -0.517 -5.713

Output
E_HOMO = -8.1 eV
lowest unoccupied orbital energy = -0.01 eV
2S+1 = 1

Results of the Löwdin charge analysis, in e, for atoms 1 through 6:
1 C -0.053
2 C -0.280
3 C -0.031
4 C -0.019
5 C -0.173
6 C -0.033


(3)
Computed, not measured: a structure of composition C27H30BrIrNO9P3S at a distorted geometry, with the ωB97M-V functional and the def2-TZVPD basis.

Atoms and positions in Å:
Ir: 0.647 -0.154 -0.330
O: 0.470 -1.560 1.637
P: -0.154 -0.322 2.515
O: -1.113 -0.764 3.520
O: -0.560 0.572 1.313
O: 1.174 0.245 3.165
P: 2.100 1.390 2.429
O: 3.526 1.148 3.107
O: 1.571 2.728 2.716
O: 2.255 0.870 1.000
H: 0.449 -2.410 2.096
H: 3.506 1.270 4.063
C: -6.851 0.795 -1.090
C: -6.610 -0.432 -0.486
C: -5.312 -0.852 -0.246
C: -4.245 -0.038 -0.633
C: -4.492 1.202 -1.236
C: -5.791 1.610 -1.473
P: -2.540 -0.509 -0.417
C: -2.469 -2.099 0.393
C: -2.031 -3.235 -0.292
C: -2.049 -4.464 0.346
C: -2.482 -4.560 1.664
C: -2.922 -3.432 2.344
C: -2.922 -2.201 1.710
C: -1.745 -0.650 -1.991
C: -2.465 -0.696 -3.190
C: -1.787 -0.927 -4.371
C: -0.406 -1.086 -4.348
C: 0.311 -1.001 -3.162
C: -0.337 -0.754 -1.952
H: -7.868 1.122 -1.257
H: -7.437 -1.069 -0.204
H: -5.132 -1.813 0.215
H: -3.662 1.835 -1.530
H: -5.982 2.561 -1.952
H: -1.695 -3.160 -1.318
H: -1.722 -5.347 -0.186
H: -2.478 -5.521 2.162
H: -3.257 -3.505 3.369
H: -3.250 -1.322 2.249
H: -3.542 -0.590 -3.190
H: -2.331 -1.003 -5.303
H: 0.127 -1.264 -5.273
H: 1.385 -1.118 -3.187
O: 6.282 -1.602 0.234
C: 5.061 -1.321 -0.217
C: 4.694 -0.090 -0.749
C: 3.397 0.087 -1.146
N: 2.440 -0.865 -1.055
C: 2.844 -2.069 -0.596
Br: 1.572 -3.459 -0.629
C: 4.116 -2.348 -0.179
H: 6.869 -0.839 0.158
H: 5.402 0.722 -0.834
H: 3.071 1.025 -1.571
H: 4.392 -3.334 0.162
C: 2.521 3.899 -0.675
C: 1.054 4.205 -0.413
S: 0.215 2.744 0.176
O: 0.157 1.748 -1.064
C: -1.438 3.384 0.411
C: -1.510 4.096 1.757
H: 3.040 4.805 -0.981
H: 2.616 3.158 -1.468
H: 2.994 3.507 0.225
H: 0.539 4.537 -1.318
H: 0.926 4.925 0.397
H: -2.075 2.500 0.384
H: -1.674 4.034 -0.435
H: -1.037 3.499 2.537
H: -2.553 4.254 2.024
H: -1.017 5.067 1.728

Output
net charge = +1
E_HOMO (spin up / spin down) = -11.0 / -11.4 eV
lowest unoccupied orbital energy (spin up / spin down) = -3.37 / -5.12 eV
expectation value of S² = 0.76
energy relative to the best compared isomer or geometry (same formula, charge and spin) = 2.000 eV
2S+1 = 2

Results of the Löwdin charge analysis, in e, for atoms 1 through 6:
1 Ir 1.344
2 O -0.236
3 P 0.238
4 O -0.217
5 O -0.503
6 O -0.232


(4)
Computed, not measured: an isolated molecule of C27H30FN3O2 at a distorted geometry, with the ωB97M-V functional and the def2-TZVPD basis.

Atoms and positions in Å:
C: -3.336 -1.004 2.873
C: -2.631 -1.425 1.637
O: -1.310 -1.729 1.714
C: -0.952 -2.084 0.462
C: 0.410 -2.450 0.136
C: 0.668 -3.162 -1.036
C: 1.955 -3.538 -1.362
C: 3.012 -3.210 -0.527
C: 2.784 -2.482 0.628
C: 1.495 -2.106 0.941
F: 1.296 -1.361 2.051
N: -1.943 -2.036 -0.381
C: -3.023 -1.598 0.334
C: -4.330 -1.284 -0.331
N: -4.452 0.030 -0.933
C: -4.530 1.179 -0.038
C: -3.345 2.151 -0.165
C: -2.074 1.344 -0.410
C: -0.802 2.175 -0.365
O: -0.698 3.284 -0.845
N: 0.226 1.530 0.232
C: 1.578 2.048 0.293
C: 1.992 2.297 1.744
C: 3.468 2.667 1.792
C: 4.301 1.466 1.362
C: 3.817 0.873 0.067
C: 4.664 0.040 -0.656
C: 4.255 -0.553 -1.834
C: 2.975 -0.320 -2.308
C: 2.128 0.511 -1.603
C: 2.535 1.116 -0.418
C: -2.173 0.671 -1.789
C: -3.637 0.289 -2.096
H: -4.410 -1.074 2.730
H: -3.077 0.022 3.135
H: -3.038 -1.646 3.701
H: -0.169 -3.410 -1.669
H: 2.137 -4.094 -2.268
H: 4.017 -3.514 -0.775
H: 3.592 -2.197 1.282
H: -5.139 -1.392 0.397
H: -4.483 -2.013 -1.131
H: -4.595 0.820 0.991
H: -5.461 1.718 -0.262
H: -3.491 2.845 -0.993
H: -3.254 2.740 0.749
H: -2.009 0.584 0.371
H: 0.088 0.609 0.618
H: 1.546 3.003 -0.248
H: 1.376 3.093 2.162
H: 1.822 1.389 2.328
H: 3.653 3.507 1.119
H: 3.750 2.973 2.801
H: 4.240 0.694 2.137
H: 5.353 1.746 1.266
H: 5.663 -0.141 -0.282
H: 4.932 -1.189 -2.384
H: 2.641 -0.778 -3.227
H: 1.134 0.709 -1.978
H: -1.819 1.367 -2.552
H: -1.539 -0.216 -1.812
H: -3.660 -0.595 -2.736
H: -4.121 1.109 -2.634

Output
SMILES = Cc1oc(-c2ccccc2F)nc1CN1CCC(C(=O)N[C@H]2CCCc3ccccc32)CC1
E_HOMO = -8.0 eV
lowest unoccupied orbital energy = 0.40 eV
energy relative to the best compared isomer or geometry (same formula, charge and spin) = 0.000 eV
2S+1 = 1

Results of the Löwdin charge analysis, in e, for atoms 1 through 6:
1 C 0.003
2 C -0.256
3 O 0.121
4 C -0.286
5 C -0.078
6 C -0.010